(1)
The following is a quantum chemistry calculation of a structure of composition C17H15AsBrN4RhS4, from the Open Molecules 2025 dataset.

LUMO (spin up / spin down) (eV): -1.4 / -1.4
ΔE to the lowest compared entry with this formula, charge and spin (eV): 0.705
E_HOMO (spin up / spin down) (eV): -6.86 / -6.86

XYZ file:
```
43
Properties=species:S:1:pos:R:3:forces:R:3
Rh 0.302092 0.228476 -0.255012 -0.137 -0.124 0.384
C 1.947556 -2.620057 4.298533 0.061 -0.019 -0.086
C 1.062302 -1.584616 4.046662 0.015 -0.004 0.010
C 1.018828 -1.002660 2.788473 -0.011 0.202 0.040
C 1.871820 -1.447869 1.794230 -0.072 0.026 -0.135
C 2.787148 -2.462983 2.047127 -0.023 -0.127 -0.198
C 2.810783 -3.054571 3.294774 -0.062 0.005 0.137
N 1.824348 -0.777769 0.517996 -0.080 -0.154 0.176
N 2.945083 -0.776670 -0.069446 0.135 0.294 -0.213
C 2.941470 0.027546 -1.202053 0.018 -0.185 0.132
C 4.079624 0.097883 -1.999368 0.052 -0.066 0.047
C 4.077042 0.942644 -3.084050 -0.063 0.054 -0.036
C 2.932303 1.697638 -3.340873 0.031 -0.040 0.008
C 1.842590 1.573801 -2.508877 0.023 -0.006 0.047
N 1.835618 0.753026 -1.444415 0.124 0.171 -0.137
H 1.975911 -3.084825 5.274803 0.000 -0.011 0.009
H 0.405672 -1.213605 4.822931 -0.003 -0.008 -0.007
H 0.377793 -0.152395 2.598236 -0.112 0.010 -0.033
H 3.454323 -2.791366 1.262737 -0.016 0.013 0.012
H 3.508249 -3.858422 3.489000 -0.004 -0.009 0.012
H 4.930709 -0.512682 -1.735386 0.009 0.004 -0.007
H 4.945546 1.024347 -3.722361 0.008 -0.003 -0.007
H 2.888437 2.380709 -4.176532 -0.005 0.009 -0.012
H 0.938568 2.142183 -2.675282 -0.001 0.020 0.010
C -3.261070 1.738756 -4.091998 0.000 0.016 0.016
C -2.564012 2.160557 -2.830077 -0.012 -0.028 -0.002
C -2.784911 3.392236 -2.224107 -0.014 0.001 0.007
C -2.139580 3.712235 -1.045868 0.006 -0.051 0.024
C -1.273029 2.783227 -0.491348 -0.058 0.037 0.046
Br -0.405213 3.186522 1.125543 0.020 -0.067 -0.156
N -1.041105 1.600817 -1.055127 0.016 0.027 -0.205
C -1.681449 1.304099 -2.198645 0.020 0.017 0.036
H -3.943917 2.513352 -4.436296 0.000 0.001 -0.006
H -3.836859 0.827875 -3.926293 -0.007 -0.009 0.006
H -2.545511 1.537504 -4.889715 0.005 -0.002 -0.010
H -3.473592 4.099975 -2.669009 -0.002 -0.002 -0.002
H -2.303400 4.654728 -0.546340 0.005 0.005 0.007
H -1.479990 0.316228 -2.595867 0.022 0.017 -0.011
S -2.306918 1.231321 3.607622 0.042 -0.008 -0.116
As -2.444283 -0.722788 3.005065 -0.139 -0.108 0.033
S -1.447693 -1.045276 0.636885 -0.090 0.115 -0.030
S -3.296038 -0.267547 -0.023966 0.341 0.133 -0.094
S -4.356187 -0.910567 1.606340 -0.041 -0.146 0.301
```
Positions in Å, forces in eV/Å.

(2)
The following is a quantum chemistry calculation of a structure of composition C17H15BaN3SbSe4, from the Open Molecules 2025 dataset.

LUMO (eV): 1.3
ΔE to the lowest compared entry with this formula, charge and spin (eV): 0.083
Charge: -1
E_HOMO (eV): -3.16

XYZ file:
```
41
Properties=species:S:1:pos:R:3:forces:R:3
Ba 0.889842 -0.228525 -0.527935 1.780 -0.493 -0.969
C 3.214933 -1.620207 1.874595 -0.183 0.045 0.241
C 1.904595 -1.652132 2.605311 -0.557 0.090 0.014
C 1.789471 -2.081059 3.929497 0.350 0.009 -0.063
C 0.570785 -2.019482 4.566700 -0.224 0.056 0.003
C -0.542166 -1.514925 3.899485 0.226 -0.087 0.080
C -0.377728 -1.103045 2.587457 -0.664 0.374 -0.504
N 0.806629 -1.208200 1.974604 -0.276 0.055 -0.019
C -1.572805 -0.458296 1.822409 0.454 -0.213 0.027
C -2.786719 -0.254315 2.467908 0.027 0.027 0.042
C -3.808910 0.373024 1.780630 -0.087 0.011 0.043
C -3.624321 0.805954 0.480652 -0.005 0.059 -0.021
C -2.396573 0.583739 -0.130589 0.274 0.035 -0.448
N -1.429722 -0.063429 0.545025 -0.798 0.084 0.350
C -2.131944 1.119327 -1.572290 -0.086 -0.363 0.878
C -3.136623 1.781064 -2.258346 0.078 0.081 -0.222
C -2.831129 2.307382 -3.510516 -0.143 -0.039 0.172
C -1.559021 2.180015 -4.022141 0.299 0.076 -0.178
C -0.579537 1.505978 -3.290430 -0.413 -0.111 0.404
C 0.846445 1.399414 -3.746114 -0.257 0.147 0.043
N -0.915065 0.971436 -2.106247 -0.184 -0.052 0.182
H 3.958752 -2.202463 2.416941 0.041 0.029 -0.042
H 3.583092 -0.585324 1.795850 0.001 -0.011 0.059
H 3.151738 -1.990722 0.851509 -0.078 -0.034 0.003
H 2.673922 -2.440152 4.439556 -0.050 -0.008 0.042
H 0.475351 -2.348182 5.594267 0.014 0.001 -0.013
H -1.489439 -1.448128 4.409302 0.016 -0.011 0.028
H -2.938325 -0.554996 3.492264 -0.029 0.018 -0.015
H -4.758225 0.544410 2.272713 0.011 -0.001 -0.007
H -4.421280 1.323329 -0.029484 -0.010 -0.012 0.044
H -4.127294 1.904599 -1.851468 0.000 0.017 -0.027
H -3.594662 2.832176 -4.071414 0.019 -0.006 -0.002
H -1.290856 2.610734 -4.978152 -0.067 0.012 0.006
H 0.925407 1.684082 -4.794308 0.068 0.001 0.009
H 1.272074 0.404466 -3.616598 -0.074 -0.048 0.015
H 1.486159 2.075596 -3.159141 -0.039 0.044 -0.028
Se 5.094388 1.964534 1.511426 0.120 0.056 0.172
Sb 3.553009 2.191928 -0.340575 -0.012 0.641 0.310
Se 1.230545 2.430403 0.701258 0.026 0.106 0.060
Se 3.693333 0.049024 -1.553653 0.409 -0.747 -0.587
Se 3.669576 3.909660 -2.042465 0.028 0.160 -0.081
```
Positions in Å, forces in eV/Å.

(3)
The following is a quantum chemistry calculation of a structure of composition C17H15BrO3Ru, from the Open Molecules 2025 dataset.

LUMO (spin up / spin down) (eV): -2.3 / -2.7
⟨S²⟩: 6.05
2S+1: 5
E_HOMO (spin up / spin down) (eV): -7.57 / -7.56

XYZ file:
```
37
Properties=species:S:1:pos:R:3:forces:R:3
C -1.282307 -1.644124 -3.536174 -0.073 1.943 0.215
C -1.838425 -2.741705 -2.780539 -1.372 -0.315 0.704
C -2.645310 -2.183988 -1.687492 -1.668 0.591 -0.931
H -1.889797 -3.781430 -3.158216 0.156 0.822 0.560
C -2.314519 -0.729616 -1.627424 -0.588 -1.316 -1.748
C -1.584076 -0.425373 -2.857406 -0.353 -0.784 -1.093
H -1.447363 0.595622 -3.254824 0.450 -0.831 0.521
H -0.801420 -1.737764 -4.540248 -0.188 0.125 1.278
H -3.469072 -2.659979 -1.126675 0.931 0.189 -0.251
H -2.657119 -0.003216 -0.905261 -0.083 -0.233 -0.116
Ru -0.746494 -1.980051 -1.085036 2.094 1.277 1.940
Br 1.217622 -2.743449 0.000492 0.099 -0.251 -0.047
C 2.867492 1.385335 -1.456269 0.327 -4.097 -0.308
C 1.954165 2.074622 -2.290551 -0.573 0.705 -1.168
C 1.509143 1.238190 -3.324713 0.204 -1.437 0.811
H 1.615695 3.098873 -2.134996 0.187 -0.256 -0.084
C 2.002718 -0.074681 -3.039916 -0.697 1.543 -0.509
C 2.881488 0.021825 -1.899175 -0.155 3.082 1.249
H 3.302917 -0.801922 -1.372196 0.438 -0.329 0.120
H 3.327451 1.719975 -0.551467 0.159 0.301 0.199
H 0.789813 1.470941 -4.077444 -0.201 0.224 -0.342
H 1.674042 -0.990926 -3.531341 0.346 0.267 0.061
O 1.234772 1.938086 1.956522 -0.242 -0.332 -0.589
C 0.591172 1.375051 2.966969 -0.547 -0.227 0.181
C 0.967110 1.631794 4.305610 -0.367 -0.300 -0.274
C 0.254303 1.050882 5.350715 0.104 0.054 -0.568
C -0.843108 0.219861 5.098130 -0.469 -0.268 -0.490
C -1.227466 -0.049104 3.775156 0.256 0.126 0.439
C -0.515948 0.500888 2.707898 0.608 0.417 -0.136
C -0.794185 0.138700 1.277960 0.060 0.256 0.646
O -1.708341 -0.709769 1.047853 1.022 -0.594 -1.042
O -0.067147 0.694972 0.376634 -1.042 -1.201 -0.236
H 0.744008 1.492396 1.072627 0.818 0.603 1.047
H 1.819291 2.281159 4.472910 -0.089 -0.053 0.057
H 0.565498 1.246195 6.371548 -0.067 -0.015 -0.051
H -1.408567 -0.227645 5.918948 0.236 0.188 -0.241
H -2.078031 -0.690630 3.537377 0.281 0.126 0.197
```
Positions in Å, forces in eV/Å.

(4)
The following is a quantum chemistry calculation of a structure of composition C17H15Cl2FN3NaO4S, from the Open Molecules 2025 dataset.

LUMO (eV): 4.1
Charge: -2
E_HOMO (eV): -1.57

XYZ file:
```
44
Properties=species:S:1:pos:R:3:forces:R:3
Na 0.890925 0.219017 -1.840039 0.188 0.559 0.732
C 0.450173 1.354152 2.018708 0.128 0.060 0.000
C -0.088408 2.256396 0.967564 -0.049 0.025 -0.040
N -0.181797 1.985854 -0.313937 -0.064 0.039 0.063
C -0.757081 3.095710 -0.893381 0.013 0.021 0.004
C -1.005568 4.056993 0.055186 -0.039 -0.046 0.100
N -0.571591 3.497601 1.226708 -0.062 0.001 -0.115
C -1.598381 5.443264 0.079949 0.201 0.050 -0.019
O -1.957292 5.914955 -1.035818 -0.068 -0.037 0.010
O -1.647603 5.985180 1.195882 -0.070 -0.031 -0.020
C -1.019552 3.098039 -2.354453 -0.033 0.041 -0.076
O -1.549645 4.198186 -2.862539 -0.009 0.000 0.089
O -0.758513 2.126438 -3.032538 -0.003 0.049 0.018
H 1.421788 0.969246 1.690155 -0.133 0.083 0.099
H -0.214992 0.503588 2.179243 0.010 0.037 0.000
H 0.564430 1.891064 2.962964 0.024 -0.021 -0.024
H -0.638124 3.990796 2.101348 0.003 0.025 0.034
H -1.720190 4.916970 -2.137796 0.025 -0.064 -0.033
C -1.703643 -1.173411 -1.157529 0.142 -0.070 0.239
C -0.954340 -1.653229 0.056432 0.058 0.083 -0.021
C -1.573649 -2.425332 1.067398 0.007 0.023 -0.043
C -0.821086 -2.833368 2.124983 0.008 -0.025 0.052
C 0.544350 -2.477018 2.213462 0.029 -0.067 0.117
C 1.353400 -2.903728 3.294676 -0.073 0.021 -0.045
C 2.664955 -2.514861 3.315977 0.069 -0.021 0.040
C 3.203944 -1.704655 2.308741 0.106 0.032 0.103
C 2.468477 -1.234472 1.225432 -0.124 -0.129 -0.179
S 3.173344 -0.202557 0.039180 -0.048 0.005 0.075
C 1.080499 -1.671955 1.178926 0.017 -0.045 -0.192
N 0.307253 -1.298063 0.122275 -0.009 -0.099 0.143
H -2.513519 -1.836033 -1.465383 0.028 -0.040 0.097
H -0.967633 -1.115862 -1.948435 -0.138 0.011 -0.487
H -2.101280 -0.171931 -0.986501 -0.022 0.045 -0.030
H -2.620594 -2.688455 0.979485 -0.008 -0.007 -0.002
H -1.252046 -3.440517 2.915511 -0.002 0.001 -0.002
H 0.925103 -3.524965 4.073176 -0.009 -0.001 0.005
H 3.312066 -2.833150 4.127825 -0.016 -0.005 0.010
H 4.244739 -1.408607 2.366915 -0.020 0.000 -0.007
F 1.154500 -0.736218 -3.543796 -0.078 -0.491 -0.745
Cl 0.536219 -3.910985 -3.036651 -0.037 -0.002 0.040
C 0.146833 -2.984079 -4.484661 -0.041 -0.140 -0.081
Cl -0.983910 -3.919495 -5.545207 0.056 0.067 0.008
H 1.053466 -2.801585 -5.040207 0.035 -0.014 -0.003
H -0.296021 -2.038938 -4.209218 0.011 0.080 0.087
```
Positions in Å, forces in eV/Å.

(5)
The following is a quantum chemistry calculation of a cluster of 2 separate species, C17H15F6NO in total, from the Open Molecules 2025 dataset.

LUMO (eV): -1.3
ΔE to the lowest compared entry with this formula, charge and spin (eV): 0.431
E_HOMO (eV): -6.79

XYZ file:
```
40
Properties=species:S:1:pos:R:3:forces:R:3
C -3.481674 1.401442 -1.417812 -0.231 -0.313 0.108
N -2.057425 1.691387 -1.603651 0.525 -0.379 0.373
C -1.727162 2.912546 -2.346107 -0.114 0.671 0.354
C -1.169166 0.820271 -1.181901 -0.925 -0.831 -1.127
C 0.258238 1.063272 -1.265317 1.405 0.251 -0.214
C 0.854039 2.300994 -0.917448 -0.163 -0.444 -0.021
C 2.224338 2.495266 -1.089759 -0.425 -0.100 0.150
C 3.012836 1.452511 -1.571548 0.089 0.089 -0.125
C 4.498815 1.682218 -1.750011 0.994 0.022 -0.061
F 5.215766 0.524762 -1.609624 -0.664 1.050 -0.174
F 4.786949 2.179532 -2.997954 -0.256 -0.423 1.092
F 5.003778 2.577005 -0.843017 -0.544 -0.809 -0.878
C 2.450084 0.226869 -1.929931 0.012 0.139 0.018
C 1.081232 0.034926 -1.778930 -0.492 0.040 0.324
H -4.030942 2.273039 -1.768363 -0.152 -0.223 0.136
H -3.790515 0.511760 -1.986441 0.168 0.277 0.080
H -3.686974 1.220876 -0.355859 0.132 0.082 -0.246
H -2.653379 3.217382 -2.849901 0.478 -0.039 0.009
H -1.432367 3.718986 -1.659715 -0.127 -0.167 -0.348
H -0.928445 2.749060 -3.084649 -0.294 -0.088 0.382
H -1.557469 -0.198370 -1.091452 0.428 0.483 0.178
H 0.252474 3.094738 -0.462725 0.265 -0.369 -0.224
H 2.667825 3.457378 -0.834043 -0.057 -0.335 0.000
H 3.086931 -0.567109 -2.321547 -0.232 0.205 0.171
H 0.623338 -0.932209 -2.029333 0.289 0.469 0.111
F -0.939732 -5.506163 3.719518 0.827 0.496 -0.072
C 0.047392 -4.563473 3.609819 -0.213 0.531 -0.175
F 0.594714 -4.407942 4.855658 -0.268 -0.324 -0.889
F 1.024877 -5.102430 2.809201 -0.487 -0.035 0.692
C -0.458630 -3.255714 3.041247 0.233 -0.775 0.242
C 0.176753 -2.056560 3.386105 -0.511 0.172 0.031
C -0.248355 -0.866730 2.826828 -0.048 0.158 -1.002
C -1.188927 -0.836214 1.719199 0.307 -1.600 1.116
O -1.284786 0.173884 0.945719 -0.661 1.137 0.252
C -1.964866 -2.060021 1.584567 0.548 0.803 -0.491
C -1.536621 -3.250111 2.149865 -0.036 0.291 0.370
H 0.990049 -2.039622 4.111347 -0.266 -0.108 -0.091
H 0.206988 0.078813 3.118768 0.048 -0.188 -0.166
H -2.856098 -2.040584 0.954633 0.296 -0.040 -0.065
H -2.063899 -4.175655 1.914573 0.121 0.226 0.182
```
Positions in Å, forces in eV/Å.

(6)
The following is a quantum chemistry calculation of a structure of composition C17H15GaN2O4S2, from the Open Molecules 2025 dataset.

LUMO (eV): 0.2
ΔE to the lowest compared entry with this formula, charge and spin (eV): 1.284
E_HOMO (eV): -8.28

XYZ file:
```
41
Properties=species:S:1:pos:R:3:forces:R:3
Ga 7.778078 13.796642 4.864203 -0.415 0.043 -0.584
N 4.213082 15.082235 6.154042 0.391 1.147 1.109
C 5.277072 14.580322 5.553656 0.670 -1.651 -0.372
O 6.392005 14.537704 6.143964 -0.898 0.302 -0.344
C 5.107541 13.873262 4.195822 -0.494 0.389 1.131
C 6.215165 12.867298 3.963699 0.114 -0.065 2.097
H 4.426328 15.628003 6.998226 -0.387 -0.374 -0.530
H 3.352828 15.281388 5.673036 0.067 -0.159 -0.134
H 5.149627 14.646982 3.470023 0.288 0.966 -0.887
H 4.064633 13.551632 4.115339 0.099 -0.470 0.186
H 6.249467 12.581477 2.962715 0.407 -0.156 -1.809
H 6.028013 11.915793 4.505184 0.190 0.663 0.014
S 9.701506 13.188763 5.727851 0.678 -0.346 0.233
C 9.579647 11.437352 5.602930 1.446 1.220 -0.100
N 8.487960 10.824888 5.508850 -2.550 -0.175 0.127
C 8.617406 9.473937 5.410564 0.353 -2.039 -0.614
C 7.627527 8.483256 5.179045 -0.053 1.058 -0.116
C 8.028128 7.174369 4.967965 -0.459 0.152 -0.399
C 9.344484 6.781609 5.015853 1.484 0.492 -0.065
C 10.358204 7.722243 5.243383 -0.874 -0.457 -0.322
C 9.951202 9.031078 5.390050 1.363 1.287 0.546
S 11.047204 10.473341 5.545916 -1.210 -1.102 -0.016
H 6.579530 8.782556 5.041608 0.497 -0.151 0.215
H 7.356493 6.427020 4.581689 -0.596 0.008 0.326
H 9.608641 5.775385 4.731119 0.038 -0.180 0.198
H 11.402395 7.465061 5.191806 0.133 -0.112 0.087
O 6.332661 17.586373 4.269712 -3.592 1.703 -0.436
C 7.285138 18.377979 4.664751 2.237 1.343 1.615
C 7.001976 19.712435 4.950350 0.552 1.072 -0.549
C 8.000259 20.596567 5.384591 1.175 -1.011 0.952
C 9.294197 20.033837 5.633153 -1.384 0.237 0.047
C 9.535136 18.682857 5.535617 0.104 0.291 -0.344
C 8.540967 17.876093 5.011448 0.566 -2.239 0.329
C 8.773707 16.337069 5.085993 -0.727 2.766 -0.666
O 9.512842 15.867175 5.899709 0.814 -0.471 0.815
O 8.047321 15.656114 4.241329 -0.538 -1.479 -0.311
H 6.685660 16.766597 4.060372 1.388 -2.908 -0.736
H 6.019509 20.050006 4.683373 -0.431 0.242 0.197
H 7.840938 21.641139 5.748943 -0.187 -0.999 -0.885
H 10.104150 20.577421 6.031149 0.531 1.155 0.359
H 10.507978 18.287302 5.878227 -0.792 0.002 -0.367
```
Positions in Å, forces in eV/Å.

E across the listed records, respectively: -201063.845 -290964.948 -96634.456 -73553.804 -37713.697 -103091.957 eV.